(1)
The ion C23H19FNO with charge +1, computed with ωB97M-V/def2-TZVPD.

Values from the calculation:
Net charge   +1
E   -30406.36752 eV
Largest force on an atom   3.4 eV/Å
Gap between HOMO and LUMO   7.74 eV
ΔE to the lowest compared entry with this formula, charge and spin   46.26 kJ/mol

Bonds (Å) are listed after each position.
Cartesian coordinates (Å):
1 C -6.1859 2.4508 -0.5883  O2 1.453, H27 1.093, H28 1.096, H29 1.096
2 O -4.8158 2.7934 -0.9284  C1 1.453, C3 1.357
3 C -3.7899 1.9238 -0.7459  O2 1.357, C4 1.422, C26 1.383
4 C -2.4812 2.3786 -1.0671  C3 1.422, C5 1.390, H30 1.061
5 C -1.3442 1.5920 -0.9246  C4 1.390, C6 1.417, H31 1.092
6 C -1.4165 0.3056 -0.3342  C5 1.417, C7 1.441, N11 1.440
7 C -2.7565 -0.1910 -0.1487  C6 1.441, C8 1.388, C26 1.421
8 C -2.9237 -1.5274 0.1864  C7 1.388, C9 1.348, H32 1.078
9 C -1.8319 -2.3054 0.3297  C8 1.348, C10 1.403, H33 1.078
10 C -0.5226 -1.8277 0.1701  C9 1.403, N11 1.359, H34 1.119
11 N -0.2714 -0.5034 -0.0055  C6 1.440, C10 1.359, C12 1.611
12 C 1.3074 -0.2399 -0.1845  N11 1.611, C13 1.565, C19 1.559, H35 1.139
13 C 2.2931 -1.3592 -0.6580  C12 1.565, C14 1.408, C18 1.425
14 C 2.2019 -1.6345 -2.0359  C13 1.408, C15 1.407, H36 1.088
15 C 2.8147 -2.7666 -2.6030  C14 1.407, C16 1.386, H37 1.094
16 C 3.6397 -3.5875 -1.8500  C15 1.386, C17 1.392, H38 1.095
17 C 3.9367 -3.1979 -0.5473  C16 1.392, C18 1.410, H39 1.097
18 C 3.3544 -2.0394 0.0061  C13 1.425, C17 1.410, H40 1.105
19 C 1.9255 0.6071 0.9697  C12 1.559, C20 1.410, C25 1.411
20 C 1.8493 2.0120 0.8769  C19 1.410, C21 1.406, H41 1.097
21 C 2.2446 2.8550 1.9297  C20 1.406, C22 1.379, H42 1.095
22 C 2.8711 2.3155 3.0335  C21 1.379, F23 1.377, C24 1.385
23 F 3.3030 3.1455 4.0433  C22 1.377
24 C 3.1193 0.9554 3.1120  C22 1.385, C25 1.410, H43 1.090
25 C 2.6808 0.1252 2.0603  C19 1.411, C24 1.410, H44 1.091
26 C -3.9160 0.6089 -0.3379  C3 1.383, C7 1.421, H45 1.077
27 H -6.7545 3.3640 -0.7842  C1 1.093
28 H -6.5623 1.6359 -1.2178  C1 1.096
29 H -6.2741 2.1727 0.4683  C1 1.096
30 H -2.3891 3.3618 -1.4558  C4 1.061
31 H -0.3780 1.9681 -1.2666  C5 1.092
32 H -3.9375 -1.8782 0.2940  C8 1.078
33 H -1.9440 -3.3362 0.6233  C9 1.078
34 H 0.3325 -2.5493 0.2032  C10 1.119
35 H 1.2540 0.4780 -1.0671  C12 1.139
36 H 1.5406 -1.0369 -2.6593  C14 1.088
37 H 2.5558 -3.0558 -3.6258  C15 1.094
38 H 4.0364 -4.5176 -2.2700  C16 1.095
39 H 4.5679 -3.8500 0.0696  C17 1.097
40 H 3.7153 -1.7961 1.0216  C18 1.105
41 H 1.3761 2.4880 0.0088  C20 1.097
42 H 2.0108 3.9249 1.9070  C21 1.095
43 H 3.5859 0.5350 4.0032  C24 1.090
44 H 2.8583 -0.9423 2.2017  C25 1.091
45 H -4.8799 0.1452 -0.2125  C26 1.077

natural (NBO) atomic charge list, values in e, 5 entries: -0.26, -0.48, 0.34, -0.17, -0.24

***

(2)
A cluster of 2 separate species, C6H13NO in total, computed with ωB97M-V/def2-TZVPD.

Values from the calculation:
Net charge   0
E   -9967.79670 eV
Largest force on an atom   4.3 eV/Å
Gap between HOMO and LUMO   9.03 eV
ΔE to the lowest compared entry with this formula, charge and spin   325.89 kJ/mol

Bonds (Å) are listed after each position.
Cartesian coordinates (Å):
1 C -0.2192 2.8156 0.4335  C2 1.290, H8 1.133, H9 1.052
2 C -0.8285 2.0447 1.2692  C1 1.290, C3 1.525, H10 1.111
3 C -1.2676 0.6402 0.8698  C2 1.525, C4 1.469, H11 1.132, H12 1.145
4 C -0.5493 -0.4816 0.2512  C3 1.469, C5 1.507, C6 1.336
5 C 0.2964 -1.3088 1.1853  C4 1.507, H13 1.107, H14 1.068, H15 1.163
6 C -0.8397 -0.9488 -0.9662  C4 1.336, N7 1.399, H16 1.102
7 N -0.2343 -2.1019 -1.4784  C6 1.399, H17 1.000, H18 0.953
8 H 0.4236 3.6899 0.7605  C1 1.133
9 H -0.0752 2.6025 -0.5868  C1 1.052
10 H -1.0327 2.2957 2.3318  C2 1.111
11 H -1.8880 0.2285 1.7228  C3 1.132
12 H -1.9860 0.8686 0.0079  C3 1.145
13 H 0.5174 -0.6841 2.0724  C5 1.107
14 H -0.0461 -2.2039 1.6564  C5 1.068
15 H 1.3472 -1.6285 0.8020  C5 1.163
16 H -1.3670 -0.2416 -1.6266  C6 1.102
17 H 0.4236 -2.0959 -2.2311  N7 1.000
18 H -0.0534 -2.7459 -0.7992  N7 0.953
19 O 2.7957 -0.2069 -1.9091  H20 0.957, H21 0.991
20 H 2.3645 -0.2456 -1.0554  O19 0.957
21 H 2.2186 -0.2923 -2.7101  O19 0.991

natural (NBO) atomic charge list, values in e, 5 entries: -0.40, -0.17, -0.47, -0.06, -0.67

***

Look up the largest force on an atom of the second one. 4.3 eV/Å